# C21H36N4O2

The molecule C21H36N4O2 (wB97M-V/def2-TZVPD, OMol25).

Calculated values
- 2S+1: 1
- Structure (SMILES): CCN(CC)CCCNC(=O)c1[nH]c(C)c(C(=O)NC2CCCCC2)c1C
- E_LUMO: 0.54 eV

Last columns: bonded neighbours and bond lengths (Å).
Atoms and positions in Å:
1 C -6.7864 -1.6913 -1.2575  C2 1.527, H28 1.087, H29 1.087, H30 1.087
2 C -6.1138 -2.0456 0.0672  C1 1.527, N3 1.454, H31 1.099, H32 1.092
3 N -4.6999 -1.7068 0.0408  C2 1.454, C4 1.448, C6 1.450
4 C -3.8416 -2.7772 -0.4210  N3 1.448, C5 1.535, H33 1.096, H34 1.093
5 C -3.5905 -3.9180 0.5743  C4 1.535, H35 1.087, H36 1.088, H37 1.087
6 C -4.2208 -1.0063 1.2163  N3 1.450, C7 1.533, H38 1.093, H39 1.103
7 C -4.6183 0.4741 1.1791  C6 1.533, C8 1.531, H40 1.090, H41 1.091
8 C -4.1466 1.1640 -0.1036  C7 1.531, N9 1.442, H42 1.093, H43 1.092
9 N -2.7090 1.1970 -0.2177  C8 1.442, C10 1.352, H44 1.004
10 C -1.9837 2.3140 0.0132  N9 1.352, O11 1.225, C12 1.467
11 O -2.4930 3.3939 0.2865  C10 1.225
12 C -0.5253 2.1880 -0.0810  C10 1.467, N13 1.370, C26 1.387
13 N 0.1917 3.3148 0.2260  C12 1.370, C14 1.344, H45 1.010
14 C 1.5109 3.0912 0.1013  N13 1.344, C15 1.484, C16 1.389
15 C 2.5333 4.1315 0.3730  C14 1.484, H46 1.089, H47 1.086, H48 1.091
16 C 1.6743 1.7630 -0.2723  C14 1.389, C17 1.477, C26 1.420
17 C 2.9913 1.1306 -0.4870  C16 1.477, O18 1.218, N19 1.358
18 O 3.9334 1.7043 -1.0041  C17 1.218
19 N 3.0742 -0.1508 -0.0447  C17 1.358, C20 1.446, H49 1.007
20 C 4.2884 -0.9330 -0.1203  N19 1.446, C21 1.531, C25 1.530, H50 1.095
21 C 4.8803 -1.1679 1.2716  C20 1.531, C22 1.525, H51 1.092, H52 1.094
22 C 6.1678 -1.9799 1.1711  C21 1.525, C23 1.526, H53 1.092, H54 1.092
23 C 5.9072 -3.3127 0.4759  C22 1.526, C24 1.526, H55 1.093, H56 1.092
24 C 5.3129 -3.0821 -0.9102  C23 1.526, C25 1.526, H57 1.092, H58 1.092
25 C 4.0241 -2.2713 -0.8130  C20 1.530, C24 1.526, H59 1.092, H60 1.094
26 C 0.3818 1.1897 -0.4046  C12 1.387, C16 1.420, C27 1.496
27 C 0.0847 -0.1878 -0.9057  C26 1.496, H61 1.093, H62 1.090, H63 1.087
28 H -7.8408 -1.9543 -1.2235  C1 1.087
29 H -6.3220 -2.2287 -2.0802  C1 1.087
30 H -6.6969 -0.6257 -1.4500  C1 1.087
31 H -6.2695 -3.1137 0.2758  C2 1.099
32 H -6.5983 -1.4850 0.8692  C2 1.092
33 H -2.8792 -2.3354 -0.7027  C4 1.096
34 H -4.2911 -3.1868 -1.3286  C4 1.093
35 H -2.9659 -4.6777 0.1116  C5 1.087
36 H -3.0867 -3.5510 1.4655  C5 1.088
37 H -4.5263 -4.3822 0.8763  C5 1.087
38 H -3.1304 -1.0756 1.2332  C6 1.093
39 H -4.5931 -1.4526 2.1537  C6 1.103
40 H -5.7028 0.5696 1.2369  C7 1.090
41 H -4.1864 0.9792 2.0446  C7 1.091
42 H -4.5559 0.6318 -0.9657  C8 1.093
43 H -4.4849 2.2022 -0.1109  C8 1.092
44 H -2.2401 0.3226 -0.3697  N9 1.004
45 H -0.2706 4.1747 0.4829  N13 1.010
46 H 2.2630 5.0660 -0.1157  C15 1.089
47 H 3.4929 3.7949 -0.0083  C15 1.086
48 H 2.6208 4.3193 1.4440  C15 1.091
49 H 2.3118 -0.5331 0.4907  N19 1.007
50 H 4.9865 -0.3377 -0.7182  C20 1.095
51 H 5.0773 -0.2056 1.7480  C21 1.092
52 H 4.1535 -1.7080 1.8853  C21 1.094
53 H 6.9061 -1.4124 0.6011  C22 1.092
54 H 6.5748 -2.1523 2.1695  C22 1.092
55 H 5.2118 -3.9051 1.0755  C23 1.093
56 H 6.8385 -3.8760 0.3913  C23 1.092
57 H 6.0324 -2.5395 -1.5266  C24 1.092
58 H 5.1109 -4.0398 -1.3944  C24 1.092
59 H 3.6173 -2.0920 -1.8103  C25 1.092
60 H 3.2811 -2.8326 -0.2391  C25 1.094
61 H -0.2476 -0.8475 -0.1003  C27 1.093
62 H -0.6889 -0.1574 -1.6728  C27 1.090
63 H 0.9759 -0.6199 -1.3545  C27 1.087

# C2H6NO2S2

A cluster of 2 separate species, C2H6NO2S2 in total at a distorted geometry (wB97M-V/def2-TZVPD, OMol25).

Calculated values
- 2S+1: 1
- Net charge: -1
- E_LUMO (spin up / spin down): 3.43 / 3.52 eV

Last columns: bonded neighbours and bond lengths (Å).
Atoms and positions in Å:
1 C 1.5238 -0.5668 -0.2321  C2 1.527, H8 1.054, H9 1.062, H10 1.081
2 C 0.8937 0.8235 -0.2453  C1 1.527, N3 1.488, H11 1.224, H12 1.046
3 N 0.0041 1.1066 0.9136  C2 1.488, H13 1.005
4 O -2.1672 -1.2595 1.3241  S7 1.463
5 O -1.5487 -1.1391 -0.9997  S7 1.445
6 S -3.4741 1.0117 -0.2289  S7 2.020
7 S -2.0951 -0.4200 0.1279  O4 1.463, O5 1.445, S6 2.020
8 H 2.5709 -0.6850 -0.2650  C1 1.054
9 H 0.9830 -1.0224 0.5609  C1 1.062
10 H 1.2455 -1.0094 -1.1783  C1 1.081
11 H 1.5814 1.8350 -0.3000  C2 1.224
12 H 0.2743 0.9182 -1.0829  C2 1.046
13 H 0.2084 0.4072 1.6057  N3 1.005

# H8O4

A cluster of 4 separate species, H8O4 in total (wB97M-V/def2-TZVPD, OMol25).

Calculated values
- 2S+1: 1
- Structure (SMILES): O.O.O.O
- E_LUMO: 0.28 eV

Last columns: bonded neighbours and bond lengths (Å).
Atoms and positions in Å:
1 O 1.4803 0.0495 0.6721  H2 0.964, H3 0.972
2 H 1.7671 0.0058 -0.2470  O1 0.964
3 H 0.9093 0.8360 0.6897  O1 0.972
4 O -0.6402 2.3111 0.1174  H5 0.965, H6 0.973
5 H -1.1536 1.8899 0.8179  O4 0.965
6 H -0.7888 1.7419 -0.6578  O4 0.973
7 O -0.3417 -1.9783 1.5202  H8 0.980, H9 0.962
8 H 0.3609 -1.3890 1.1756  O7 0.980
9 H 0.0913 -2.8202 1.6931  O7 0.962
10 O -0.4549 -0.0631 -1.5845  H11 0.966, H12 0.967
11 H -0.9638 -0.8712 -1.7305  O10 0.966
12 H -0.2658 0.2876 -2.4661  O10 0.967

Looking at energy relative to the best compared isomer or geometry (same formula, charge and spin) for the records above, in order, we have 0.5 102.1 13.6 kcal/mol.
Looking at E_tot for the records above, in order, we have -32418.741 -29425.405 -8320.087 eV.